# 1
Density functional theory data (ωB97M-V/def2-TZVPD) for an isolated ion of composition C7H12O and charge +1 at a distorted geometry.

Expectation value of S²: 0.768
HOMO level (spin up / spin down) (eV): -14.140 / -14.683
Energy relative to the best compared isomer or geometry (same formula, charge and spin) (kJ/mol): 111.05

ORCA input file:
```
! RIJCOSX wB97M-V def2-TZVPD def2/J DEFGRID3
* xyz 1 2
C -2.8086 0.8546 0.9180
C -2.6954 0.8577 -0.6483
C -1.4628 0.2787 -1.0628
C -0.6059 -0.3826 -0.1868
C 0.7187 -0.7476 -0.7138
C 1.8457 -0.4477 0.0448
O 1.6986 -0.0274 1.3826
C 3.3439 -0.7113 -0.1806
H -2.0438 1.3725 1.2705
H -2.7126 -0.1816 1.3695
H -3.7063 1.2350 1.3324
H -3.5229 0.2808 -1.0945
H -2.7764 2.0191 -0.7849
H -1.1477 0.4652 -2.0642
H -1.1382 -0.9353 0.6168
H 0.8689 -1.0220 -1.8214
H 1.3782 1.0032 1.4417
H 3.8981 -0.2167 0.6813
H 3.7654 -0.2936 -1.0709
H 3.5355 -1.7179 0.0398
*
```

# 2
Density functional theory data (ωB97M-V/def2-TZVPD) for C7H12O2 as an isolated structure at a distorted geometry.

HOMO level (eV): -7.176
Energy relative to the best compared isomer or geometry (same formula, charge and spin) (kJ/mol): 453.48

ORCA input file:
```
! RIJCOSX wB97M-V def2-TZVPD def2/J DEFGRID3
* xyz 0 1
C -1.7599 -0.4037 -1.6346
C 1.1725 1.5633 1.1317
C -0.6167 -0.1461 1.6952
C 1.1424 -0.6426 -0.0589
C 0.5150 0.2599 0.8005
C 0.4055 -1.7335 -0.6741
C -0.0997 -0.7908 -1.5009
O 2.4247 -0.3708 -0.5149
O -1.8757 0.9799 -1.8703
H 3.0720 -0.8493 0.0202
H -1.5073 1.4538 -1.1102
H -2.4219 -0.7619 -0.8464
H -2.0221 -0.9007 -2.5697
H -0.1164 -2.5317 -0.1617
H 0.3528 -0.1175 -2.2190
H 1.8092 1.9216 0.3181
H 0.4112 2.3323 1.3019
H -1.4372 0.5739 1.6357
H -0.9853 -1.1576 1.5033
H -0.2714 -0.1535 2.7368
H 1.8085 1.4749 2.0172
*
```

# 3
Density functional theory data (ωB97M-V/def2-TZVPD) for one molecule with the formula C7H12O2 at a distorted geometry.

HOMO level (eV): -7.602
SMILES: OC[C@]12CCC[C@]1(O)C2
Energy relative to the best compared isomer or geometry (same formula, charge and spin) (kJ/mol): 818.91

ORCA input file:
```
! RIJCOSX wB97M-V def2-TZVPD def2/J DEFGRID3
* xyz 0 1
C 0.8239 -0.4807 -1.6779
C 0.0596 -0.7176 -0.3232
C -1.2815 -0.3210 -0.5187
C -1.4201 1.2773 0.0370
C 0.0260 1.3354 0.9944
C 0.2399 -0.3236 1.1188
C 1.0649 -1.4209 0.8366
H 2.6975 0.7030 -1.9852
H -0.1525 0.1578 -2.2959
H 0.7425 -1.4857 -2.2681
H -2.1647 -0.6604 -0.0849
H -1.2953 -0.4341 -1.6224
H -1.4051 2.3452 -0.4903
H -2.2118 1.2738 0.8570
H 0.7408 1.9734 0.3301
H -0.1567 1.9788 1.8205
H -0.2760 -1.0679 2.7090
H 0.6789 -2.2226 1.4630
H 1.9702 -1.3353 0.3455
O 2.1519 -0.0069 -1.3100
O -0.8324 -0.5681 2.0647
*
```

- Look up the energy relative to the best compared isomer or geometry (same formula, charge and spin) of the first one.
  111.05 kJ/mol

- Which value of energy relative to the best compared isomer or geometry (same formula, charge and spin) does entry 2 give?
  453.48 kJ/mol

- The lowest energy relative to the best compared isomer or geometry (same formula, charge and spin) belongs to which entry?
  C7H12O